[1]
C20H40N12O4 | the ωB97M-V functional and the def2-TZVPD basis

The geometry in XYZ format:
```
76
Properties=species:S:1:pos:R:3:lowdin_charge:R:1
C -4.52 1.89 0.05 -0.100
H 0.40 1.98 0.71 0.091
C -7.46 2.59 -0.33 -0.242
N 0.52 0.22 -0.50 0.059
H 0.94 -7.12 -2.35 0.102
C -5.61 0.98 -0.63 -0.219
N -2.12 1.04 -2.54 0.169
H 0.79 -3.37 5.18 0.118
H -2.00 0.75 -1.58 0.070
N 0.58 -1.44 2.78 0.169
N -8.00 3.26 0.48 0.123
H 7.31 1.25 -3.57 0.075
C 0.57 -5.27 -1.33 -0.136
O 2.59 3.20 1.42 0.060
N -2.36 0.59 -4.53 0.164
C -0.24 -0.93 -0.54 -0.148
H 1.40 0.29 -1.00 0.042
C -6.80 1.75 -1.33 -0.177
H -1.70 3.64 0.49 0.107
N 2.35 1.45 2.72 0.169
N -1.84 3.69 1.49 0.150
C -2.66 0.20 -3.37 -0.788
H -1.25 5.30 4.00 0.112
H -4.22 2.69 -0.63 0.070
H 0.26 -8.17 0.04 0.110
H -1.99 -1.56 0.43 0.120
C 4.13 0.37 -1.71 -0.157
H 7.40 -0.44 -4.25 0.077
H -1.73 1.96 -2.69 0.118
H 0.03 -1.77 -1.16 0.122
C -1.21 0.46 0.94 -0.132
H -6.43 2.28 -2.21 0.114
H 4.97 2.68 1.91 0.128
H -5.29 0.31 -1.42 0.088
C 6.47 -0.30 -2.32 -0.275
C 0.21 -2.45 3.54 -0.779
H 5.92 0.49 -4.28 0.077
O -0.10 5.08 1.87 0.085
H -4.88 2.30 1.00 0.067
C 5.57 0.56 -1.51 -0.184
C 0.58 -6.62 -1.47 -0.163
N 0.98 -2.58 4.58 0.166
C -1.06 4.50 2.20 -0.771
H -7.64 1.18 -1.73 0.111
H -2.33 2.93 1.94 0.079
H -0.41 -6.26 1.49 0.146
O -3.23 -0.86 -3.07 0.014
N -1.62 4.57 3.42 0.140
C 0.18 -7.16 -0.32 -0.160
H -1.70 0.72 1.87 0.101
H 1.77 -1.99 4.79 0.109
H -0.09 -3.95 0.43 0.087
N 3.00 0.31 -1.85 0.176
H 1.48 -0.98 2.87 0.083
H 5.68 0.32 -0.45 0.118
C 0.06 -4.90 -0.07 -0.079
H 1.45 1.27 2.30 0.085
H 0.02 -1.33 1.95 0.058
N -0.17 -6.13 0.52 0.004
H -2.65 0.05 -5.34 0.130
H 2.82 0.91 3.44 0.108
C 3.06 2.31 2.10 -0.842
H -2.45 4.02 3.62 0.101
O -0.77 -3.06 3.19 0.044
H 7.41 -0.43 -1.78 0.111
H -3.73 1.19 0.28 0.038
H 4.43 1.60 3.22 0.113
N 4.28 2.08 2.34 0.167
C -1.26 -0.79 0.29 -0.186
H 5.73 1.63 -1.60 0.131
H -5.91 0.26 0.13 0.105
H 0.91 -4.64 -2.13 0.087
C -0.04 1.04 0.43 -0.155
H 6.15 -1.30 -2.60 0.118
C 6.82 0.28 -3.68 -0.111
H -1.75 1.39 -4.59 0.119
```

Output
SMILES: c1cc[nH]c1.c1cc[nH]c1.NC(N)=O.NC(N)=O.NC(N)=O.NC(N)=O.CCCC#N.CCCC#N
E_tot in Eh: -1744.09691
Energy relative to the best compared isomer or geometry (same formula, charge and spin) in eV: 3.0068
Orbital gap in eV: 7.824

---

[2]
CH2N2O3S | the ωB97M-V functional and the def2-TZVPD basis

The geometry in XYZ format:
```
9
Properties=species:S:1:pos:R:3:nbo_charge:R:1
O -1.42 -2.25 -0.79 -0.791
H 0.08 1.06 -1.21 0.209
O 1.02 -1.28 0.66 -0.579
C -0.02 1.09 -0.16 0.039
S -1.17 -1.50 0.35 1.751
O -1.20 0.12 0.04 -0.779
N 1.29 0.87 0.25 -0.288
H -0.41 2.12 0.27 0.227
N 1.83 -0.24 0.60 0.211
```

Output
E_tot in Eh: -772.53831
Energy relative to the best compared isomer or geometry (same formula, charge and spin) in eV: 4.5856
Orbital gap (spin up / spin down) in eV: 8.194 / 8.197

---

[3]
C5H12N2 | the ωB97M-V functional and the def2-TZVPD basis

The geometry in XYZ format:
```
19
Properties=species:S:1:pos:R:3:nbo_charge:R:1
H 3.31 -0.22 -0.65 0.223
H 0.17 -0.31 0.34 0.340
H -1.07 2.39 0.69 0.238
H -1.98 0.23 2.63 0.343
C -1.67 1.56 0.30 -0.738
C 2.26 0.06 -0.57 -0.655
H 1.57 -2.00 -0.37 0.224
H 1.55 -1.11 1.18 0.217
C 1.46 -1.03 0.09 -0.432
N -0.50 -0.41 -1.72 -0.890
H -1.11 -0.97 -2.31 0.362
H -0.82 -1.81 -0.11 0.204
H -1.55 1.52 -0.79 0.269
H 1.87 0.23 -1.58 0.250
C -0.42 -0.89 -0.53 -0.009
C -1.18 0.29 0.89 0.273
H -2.72 1.74 0.55 0.227
H 2.20 1.00 -0.02 0.204
N -1.36 -0.28 1.99 -0.650
```

Output
E_tot in Eh: -307.01835
Energy relative to the best compared isomer or geometry (same formula, charge and spin) in eV: 5.7413
Orbital gap in eV: 8.244